{"formula": "C18H14Br2N4OPdS", "method": "ωB97M-V with the def2-TZVPD basis set", "multiplicity": 3, "gap_ev": [5.839, 7.339], "e_lumo_ev": [-0.2, -1.0], "largest_force_ev_per_a": 0.96, "de_lowest_kcal_mol": 59.8, "s_squared": 2.035, "symbols": ["Pd", "Br", "C", "C", "C", "Br", "C", "C", "C", "C", "N", "C", "C", "O", "H", "H", "H", "H", "C", "N", "C", "N", "S", "H", "H", "H", "H", "H", "H", "N", "C", "C", "C", "C", "C", "C", "C", "H", "H", "H", "H"], "coordinates": [[1.42465, -0.89885, 0.70626], [-2.81615, 2.88178, 0.72552], [-0.94228, 3.09826, 0.47441], [-0.44761, 4.37672, 0.57096], [0.92268, 4.58739, 0.61632], [1.54771, 6.36711, 0.62948], [1.84679, 3.50801, 0.74775], [3.21381, 3.66601, 0.96543], [4.03107, 2.55367, 1.09788], [3.45958, 1.30545, 1.03431], [2.14058, 1.11531, 0.84322], [1.33356, 2.17263, 0.66511], [-0.06823, 1.97043, 0.38190], [-1.41512, -0.34708, 0.88160], [-1.12655, 5.21443, 0.64037], [3.62560, 4.66319, 1.02462], [5.09331, 2.65441, 1.26329], [4.05250, 0.40506, 1.13914], [-4.05957, 0.19385, -2.04245], [-2.85455, 0.07858, -1.24112], [-1.79918, 0.82999, -1.32483], [-1.51271, 1.69157, -2.28522], [-0.51732, 0.38733, -0.07378], [-4.92089, 0.08142, -1.38839], [-4.08883, -0.57428, -2.81425], [-4.11478, 1.17859, -2.50373], [-2.83081, -0.48999, -0.38446], [-2.14662, 1.89398, -3.04096], [-0.74559, 2.32770, -2.12370], [-0.61912, -8.01522, 0.17237], [-0.30143, -6.91337, 0.24847], [0.09228, -5.53177, 0.34608], [0.18478, -4.75132, -0.80292], [0.55896, -3.42146, -0.69677], [0.85420, -2.82260, 0.53347], [0.74588, -3.63761, 1.66872], [0.37411, -4.96967, 1.58892], [-0.03628, -5.19274, -1.76623], [0.62033, -2.83430, -1.60932], [0.94552, -3.22323, 2.65274], [0.29575, -5.57936, 2.47978]], "atomic_forces_ev_per_a": [[0.26, -0.13, -0.15], [0.03, 0.00, -0.05], [-0.01, 0.04, 0.20], [-0.05, -0.04, -0.01], [0.07, -0.09, 0.01], [0.01, 0.06, 0.00], [-0.14, -0.04, -0.04], [0.08, 0.05, -0.01], [-0.02, -0.02, -0.01], [0.00, -0.07, -0.03], [0.10, 0.06, 0.05], [-0.08, 0.14, -0.04], [0.14, 0.22, -0.05], [0.06, 0.25, -0.27], [-0.01, 0.01, 0.00], [0.02, 0.00, 0.00], [0.02, 0.00, -0.01], [-0.02, 0.04, 0.04], [0.03, -0.05, 0.03], [0.00, 0.13, -0.01], [0.24, -0.08, -0.25], [-0.14, -0.06, 0.04], [-0.61, -0.48, 0.56], [-0.01, -0.02, -0.03], [-0.01, 0.01, -0.01], [-0.01, 0.02, 0.01], [0.00, 0.04, -0.01], [0.00, -0.01, 0.02], [0.05, -0.02, 0.01], [-0.03, -0.11, -0.02], [0.06, 0.20, 0.03], [-0.04, -0.14, -0.01], [0.00, 0.02, 0.01], [0.00, 0.09, -0.08], [0.00, -0.07, 0.08], [-0.01, 0.05, 0.04], [-0.01, 0.01, -0.01], [0.00, 0.00, -0.01], [0.02, -0.02, 0.03], [0.01, -0.01, -0.05], [0.00, 0.00, 0.01]]}

{"formula": "C18H14BrIrN4O2", "method": "ωB97M-V with the def2-TZVPD basis set", "gap_ev": [5.078, 5.069], "e_lumo_ev": [-10.6, -10.7], "largest_force_ev_per_a": 5.50, "charge": 2, "symbols": ["Ir", "O", "C", "N", "C", "O", "C", "C", "C", "C", "C", "N", "C", "C", "C", "C", "C", "N", "H", "H", "H", "H", "H", "H", "H", "H", "C", "C", "C", "C", "C", "Br", "N", "C", "H", "H", "H", "H", "H", "H"], "coordinates": [[-0.26480, 0.05320, 0.00000], [3.58550, -0.09970, 1.30350], [2.39790, -0.06310, 1.18820], [1.69360, -0.07540, 0.00000], [2.39840, -0.06330, -1.18830], [3.58500, -0.09970, -1.30350], [1.42500, -0.00800, -2.34630], [1.89230, -0.05820, -3.65110], [0.95770, -0.04370, -4.68010], [-0.39190, -0.01570, -4.36160], [-0.77580, 0.03340, -3.02820], [0.12120, 0.06280, -2.04620], [1.42510, -0.00810, 2.34630], [1.89230, -0.05820, 3.65100], [0.95770, -0.04360, 4.68010], [-0.39200, -0.01570, 4.36160], [-0.77570, 0.03350, 3.02820], [0.12120, 0.06280, 2.04620], [2.95700, -0.11250, -3.83530], [1.28530, -0.07030, -5.71050], [-1.15030, -0.02820, -5.12990], [-1.81990, 0.03620, -2.74380], [2.95700, -0.11250, 3.83530], [1.28530, -0.07030, 5.71050], [-1.15030, -0.02820, 5.12990], [-1.81990, 0.03620, 2.74380], [-3.50500, 4.58700, 0.00000], [-3.40940, 3.09980, 0.00000], [-4.54120, 2.27950, 0.00000], [-4.41800, 0.89290, 0.00000], [-3.13870, 0.41260, 0.00000], [-1.33260, -2.32530, 0.00000], [-2.05710, 1.13970, 0.00000], [-2.16360, 2.48050, 0.00000], [-4.54290, 4.90490, 0.00000], [-3.00900, 5.00310, -0.87630], [-3.00900, 5.00320, 0.87630], [-5.53210, 2.71000, 0.00000], [-5.28200, 0.24900, 0.00000], [-1.24700, 3.05740, 0.00000]], "atomic_forces_ev_per_a": [[1.73, -1.76, 0.00], [-0.41, 0.05, 0.27], [0.12, -0.07, 1.69], [-1.88, 0.30, 0.00], [0.03, -0.06, -1.68], [-0.33, 0.05, -0.27], [1.00, -0.04, -0.52], [-0.39, 0.06, 0.28], [0.05, -0.04, 0.09], [-0.06, 0.07, 0.20], [-0.15, 0.02, -0.61], [-0.68, -0.28, 0.31], [0.99, -0.04, 0.51], [-0.38, 0.06, -0.28], [0.05, -0.04, -0.09], [-0.05, 0.07, -0.20], [-0.15, 0.01, 0.61], [-0.67, -0.28, -0.31], [-0.01, 0.01, 0.09], [-0.05, -0.02, -0.02], [-0.02, -0.02, -0.02], [0.03, 0.02, -0.01], [-0.01, 0.01, -0.09], [-0.05, -0.02, 0.02], [-0.02, -0.02, 0.03], [0.03, 0.02, 0.01], [0.05, 0.21, 0.00], [-0.21, -0.46, 0.00], [1.05, 0.28, 0.00], [-0.92, -2.18, 0.00], [4.06, 3.72, 0.00], [0.32, 1.51, 0.00], [-2.99, -1.29, 0.00], [0.14, 0.27, 0.00], [-0.01, 0.09, 0.00], [-0.04, 0.02, -0.05], [-0.04, 0.02, 0.05], [-0.16, -0.07, 0.00], [-0.15, -0.06, 0.00], [0.13, -0.13, 0.00]]}